Entry from OMol25: a cluster of 2 separate species, C4H11NO in total in a non-equilibrium geometry (ωB97M-V/def2-TZVPD).

ORCA input file:
```
! RIJCOSX wB97M-V def2-TZVPD def2/J DEFGRID3
* xyz 0 1
C -1.094 1.797 2.117
C -0.223 1.478 0.941
N 1.155 1.445 1.157
O -0.620 1.269 -0.183
H -1.616 2.607 1.743
H -0.753 1.471 3.002
H -1.850 1.042 2.165
H 1.794 0.980 0.554
H 1.583 1.566 2.075
C 0.695 -3.040 -1.419
C -0.110 -2.256 -2.393
H 1.721 -3.204 -1.973
H 1.009 -2.558 -0.422
H 0.314 -4.049 -1.446
H -0.861 -1.627 -1.950
H 0.484 -1.468 -2.759
H -0.555 -2.900 -3.096
*
```

Values from the calculation:
Relative energy (zero: lowest compared OMol25 entry of this formula, charge and spin): 41.0 kcal per mole
SMILES: CC(N)=O.CC

---

Entry from OMol25: a cluster of 2 separate species, C4H11NO in total (ωB97M-V/def2-TZVPD).

ORCA input file:
```
! RIJCOSX wB97M-V def2-TZVPD def2/J DEFGRID3
* xyz 0 1
C 1.567 -0.804 -1.749
C 1.273 -0.088 -0.659
N 0.104 0.597 -0.432
C -0.360 0.848 0.922
C -1.468 1.884 0.933
H 2.543 -1.247 -1.843
H 0.854 -0.909 -2.556
H 2.010 0.011 0.133
H -0.623 0.405 -1.105
H 0.495 1.200 1.502
H -0.714 -0.072 1.399
H -2.321 1.552 0.341
H -1.117 2.833 0.534
H -1.800 2.052 1.956
O -0.302 -2.676 0.565
H -0.473 -3.443 0.005
H 0.331 -2.144 0.055
*
```

Values from the calculation:
Relative energy (zero: lowest compared OMol25 entry of this formula, charge and spin): 26.3 kcal per mole
SMILES: C=CNCC.O

---

Entry from OMol25: a cluster of 2 separate species, C4H11NO in total (ωB97M-V/def2-TZVPD).

ORCA input file:
```
! RIJCOSX wB97M-V def2-TZVPD def2/J DEFGRID3
* xyz 0 1
C -2.229 0.188 -0.284
C -1.613 -0.919 0.565
C -0.358 -1.463 -0.046
O 0.644 -1.744 0.551
H -2.420 -0.166 -1.295
H -1.559 1.044 -0.339
H -3.170 0.516 0.150
H -2.314 -1.757 0.633
H -1.405 -0.571 1.579
H -0.424 -1.605 -1.143
C 1.760 1.338 -0.212
N 2.812 0.344 -0.112
H 2.215 2.316 -0.371
H 1.143 1.103 -1.080
H 1.106 1.400 0.671
H 3.406 0.549 0.685
H 2.405 -0.574 0.048
*
```

Values from the calculation:
Relative energy (zero: lowest compared OMol25 entry of this formula, charge and spin): 27.2 kcal per mole
SMILES: CCC=O.CN

---

Entry from OMol25: a cluster of 2 separate species, C4H11NO in total in a non-equilibrium geometry (ωB97M-V/def2-TZVPD).

ORCA input file:
```
! RIJCOSX wB97M-V def2-TZVPD def2/J DEFGRID3
* xyz 0 1
C 0.779 0.032 -3.218
C 0.355 0.200 -1.862
O 0.872 -0.589 -0.892
H 0.051 0.381 -3.945
H 1.874 -0.217 -3.451
H -0.394 0.942 -1.619
H 0.266 -0.472 -0.224
C -0.649 -0.923 2.517
N -0.753 -0.106 1.188
C -0.380 1.297 1.540
H -1.128 -1.732 2.098
H 0.425 -1.216 2.747
H -1.151 -0.456 3.387
H -1.697 -0.074 0.951
H 0.618 1.274 1.895
H -0.927 1.500 2.534
H -0.281 1.890 0.582
*
```

Values from the calculation:
Relative energy (zero: lowest compared OMol25 entry of this formula, charge and spin): 86.6 kcal per mole
SMILES: C=CO.CNC

---

Q: Which Kohn-Sham gap values were calculated for the entries above? A: 10.70 9.25 9.88 8.73, in eV.
Q: Which E_LUMO values were calculated for the entries above? A: 0.79 1.05 0.93 0.85, in eV.